DFT (ωB97M-V/def2-TZVPD) results for a cluster of 12 separate species, C48H81F18N3O21 in total.

XYZ file:
```
171
Properties=species:S:1:pos:R:3:forces:R:3:mulliken_charge:R:1
C -3.841 1.196 1.640 1.47 0.78 -0.10 -0.4583
C -4.676 1.793 2.754 -1.19 -1.19 -1.05 -0.6306
O -3.914 2.097 3.917 1.20 -0.13 0.05 -0.1102
C -4.202 3.206 4.556 -1.20 0.16 0.29 0.3269
O -5.102 3.951 4.290 0.08 0.47 -0.18 -0.5387
C -3.434 3.439 5.875 0.52 -0.79 -0.51 0.8652
F -4.311 3.459 6.871 -0.11 0.15 0.25 -0.2731
F -2.548 2.470 6.115 0.05 0.07 0.06 -0.2055
F -2.782 4.598 5.836 -0.03 0.24 0.04 -0.2645
H -4.355 1.060 0.693 -0.63 -0.17 0.35 0.3416
H -3.398 0.253 1.963 0.02 -0.03 -0.08 -0.0778
H -3.024 1.870 1.354 0.16 -0.07 0.35 0.3925
H -5.357 0.982 3.019 -0.25 0.36 0.40 0.0905
H -5.281 2.629 2.417 0.21 0.17 0.18 0.4500
C 6.074 7.588 3.442 0.07 0.46 -1.02 -1.3248
C 4.924 6.996 2.647 0.60 -0.23 0.73 0.1346
O 3.706 7.165 3.385 -0.10 0.33 0.80 -0.2664
C 2.687 6.406 3.062 0.21 -0.11 -0.29 0.4119
O 2.631 5.710 2.093 -0.18 -0.69 -0.28 -0.5522
C 1.490 6.523 4.040 0.54 1.82 -0.52 0.8220
F 1.402 5.522 4.886 -0.04 -0.54 0.28 -0.1106
F 1.599 7.672 4.726 0.00 -0.15 0.37 -0.2825
F 0.376 6.626 3.325 -0.39 -0.49 -0.12 -0.2561
H 6.947 7.285 2.854 0.23 0.01 0.35 0.3915
H 6.137 7.191 4.450 -0.09 -0.01 0.01 0.2450
H 6.085 8.678 3.428 -0.19 -0.01 0.29 0.3972
H 5.193 5.939 2.594 -0.67 -0.12 -0.42 -0.0863
H 4.804 7.441 1.662 0.06 -0.13 -0.08 0.4843
C 1.741 -4.337 3.537 -1.17 -0.15 -0.34 -0.6999
C 1.641 -4.476 5.055 0.11 -0.22 -0.85 -0.3781
O 1.899 -3.197 5.637 -0.24 0.85 0.89 -0.3066
C 3.129 -2.712 5.681 0.11 -0.55 -0.50 0.2666
O 4.110 -3.298 5.334 0.43 -0.07 0.04 -0.5444
C 3.187 -1.243 6.183 -0.71 -0.99 -0.89 1.0165
F 4.274 -0.661 5.707 0.36 0.19 0.31 -0.2274
F 2.131 -0.580 5.701 -0.16 0.33 0.29 -0.2299
F 3.173 -1.232 7.507 0.11 0.40 0.30 -0.2712
H 1.009 -3.613 3.167 0.13 0.33 0.35 -0.0666
H 1.378 -5.237 3.034 0.52 -0.29 0.18 0.4588
H 2.710 -4.033 3.154 0.17 -0.24 0.24 0.3338
H 2.273 -5.279 5.434 0.41 0.39 0.11 0.3122
H 0.634 -4.713 5.391 -0.09 0.12 -0.21 0.3672
C 6.445 3.334 3.723 -0.50 0.01 -0.30 -1.5325
C 4.935 3.085 3.711 0.99 -0.55 -1.25 0.4027
O 4.380 2.965 5.016 -0.20 -0.56 0.03 -0.0946
C 4.213 4.035 5.753 -0.71 0.49 -0.38 0.2828
O 4.491 5.161 5.452 0.12 0.03 0.18 -0.4825
C 3.470 3.679 7.072 0.59 -0.18 -0.23 0.7745
F 2.367 4.387 7.228 -0.18 0.41 -0.06 -0.2185
F 3.137 2.396 7.114 -0.03 -0.36 0.10 -0.1404
F 4.300 3.940 8.084 0.08 0.06 0.34 -0.2744
H 6.678 4.263 4.239 0.20 -0.12 0.12 0.3406
H 6.791 3.414 2.691 -0.11 0.15 -0.04 0.4430
H 6.968 2.468 4.125 0.02 0.18 0.39 0.3916
H 4.773 2.119 3.231 -0.13 -0.19 0.38 0.2430
H 4.405 3.759 3.035 -0.21 0.55 0.67 -0.1034
C -2.251 -5.019 -1.912 0.46 0.28 -0.13 -0.8258
C -1.695 -6.432 -2.044 0.04 1.47 -0.10 -0.6938
O -2.317 -7.292 -1.080 0.54 -0.61 0.38 -0.3114
C -3.408 -7.935 -1.422 -0.30 -0.36 -0.49 0.4739
O -4.021 -7.794 -2.441 -0.18 0.07 -0.26 -0.5275
C -3.866 -9.015 -0.389 0.09 1.47 -0.13 0.8028
F -3.321 -8.771 0.802 0.10 -0.42 0.16 -0.2401
F -5.189 -8.946 -0.260 -0.16 -0.13 0.02 -0.2475
F -3.544 -10.223 -0.819 0.23 -0.35 0.07 -0.2370
H -1.838 -4.511 -1.040 -0.25 -0.34 0.16 0.4795
H -3.339 -4.978 -1.881 -0.03 -0.11 -0.06 0.4052
H -1.887 -4.426 -2.756 -0.17 -0.06 -0.08 -0.0534
H -0.638 -6.389 -1.796 0.00 -0.33 0.15 0.3863
H -1.775 -6.746 -3.084 -0.39 -0.64 0.21 0.3547
C -5.443 -6.250 -5.383 -0.46 -0.39 1.06 -1.5347
C -4.713 -4.960 -5.077 0.01 -1.14 -0.14 0.6020
O -4.028 -4.589 -6.293 0.03 0.27 -0.68 -0.2824
C -3.152 -3.614 -6.241 -0.42 0.06 0.12 0.4546
O -2.885 -2.955 -5.277 0.36 0.22 0.36 -0.4293
C -2.489 -3.309 -7.606 -0.32 0.08 0.17 0.8643
F -1.175 -3.510 -7.518 0.18 -0.18 -0.05 -0.2529
F -2.993 -4.045 -8.586 0.15 -0.07 -0.13 -0.2468
F -2.679 -2.018 -7.903 -0.07 -0.01 0.02 -0.2480
H -6.028 -6.520 -4.497 0.20 0.09 0.13 0.4011
H -4.721 -7.058 -5.481 -0.10 -0.03 -0.43 0.3305
H -6.198 -6.247 -6.167 0.43 0.34 -0.41 0.3974
H -3.938 -5.201 -4.349 -0.15 0.38 0.27 -0.0708
H -5.387 -4.187 -4.717 0.24 0.26 -0.20 0.1143
C 1.074 2.740 3.628 0.51 0.01 0.65 -0.7816
O 0.450 1.960 2.642 -0.48 0.15 -0.03 -0.1459
C 1.375 1.585 1.650 0.00 -0.87 0.30 -0.8517
C 0.740 0.568 0.703 0.40 1.09 0.19 0.2724
O 0.409 -0.641 1.344 -0.01 0.33 -0.48 0.3102
C 0.228 -1.742 0.470 -0.33 -0.27 0.32 -1.0927
C -0.989 -1.730 -0.447 0.14 0.20 0.64 1.3358
O -0.777 -0.830 -1.514 -0.25 0.31 -0.17 0.7735
C -1.930 -0.749 -2.335 -0.44 -0.03 0.41 -1.0976
H 0.411 3.016 4.443 -0.62 -0.06 -0.32 0.3924
H 1.492 3.660 3.210 0.10 -0.11 -0.10 0.2554
H 1.855 2.155 4.139 0.23 0.08 -0.28 0.2363
H 2.239 1.140 2.165 0.12 -0.14 -0.19 0.2635
H 1.737 2.443 1.073 -0.15 0.08 -0.06 0.2623
H 1.489 0.399 -0.076 -0.14 -0.14 -0.23 -0.0673
H -0.142 1.052 0.274 -0.06 -0.18 -0.19 0.1062
H 0.062 -2.523 1.215 0.26 -0.55 -0.51 0.1598
H 1.109 -1.910 -0.157 0.19 -0.13 0.22 0.1476
H -1.859 -1.481 0.179 -0.13 0.47 -0.25 -0.0049
H -1.211 -2.730 -0.838 0.43 0.02 0.01 -0.8256
H -1.907 0.116 -2.997 0.44 -0.08 -0.08 0.2297
H -2.816 -0.591 -1.713 -0.04 -0.07 0.00 0.0222
H -2.066 -1.673 -2.907 -0.07 0.03 -0.10 0.2990
C -7.355 1.734 -0.049 -0.66 0.27 -0.54 -0.8452
O -6.770 0.854 0.879 0.30 0.58 0.05 -0.0972
C -7.254 -0.448 0.885 0.39 -0.99 -0.25 -0.9366
C -6.396 -1.422 0.061 -1.05 0.03 -0.29 -0.1469
O -6.448 -1.095 -1.318 0.27 0.51 0.01 -0.3242
C -5.564 -1.887 -2.095 -0.28 0.46 0.41 -0.0984
C -5.524 -1.391 -3.516 -0.43 -0.46 0.03 0.1559
O -4.825 -0.180 -3.662 0.14 0.29 0.06 -0.2908
C -4.707 0.107 -5.050 -0.16 -0.51 0.04 -0.6230
H -7.521 1.281 -1.029 0.09 -0.22 0.09 0.2913
H -6.729 2.609 -0.222 0.31 -0.16 0.32 0.2735
H -8.317 2.109 0.318 -0.05 -0.09 0.07 0.3142
H -8.297 -0.536 0.560 0.03 0.24 -0.13 0.4445
H -7.221 -0.822 1.914 0.01 0.11 0.02 0.3950
H -6.888 -2.397 0.184 0.33 -0.23 0.20 0.3475
H -5.358 -1.472 0.401 0.03 0.11 0.16 0.1291
H -5.964 -2.908 -2.072 0.36 -0.23 -0.18 0.3828
H -4.564 -1.845 -1.650 0.05 -0.25 -0.01 -0.1695
H -6.570 -1.319 -3.849 0.02 0.35 -0.10 0.4317
H -5.074 -2.167 -4.147 0.23 0.01 0.10 -0.3786
H -4.297 1.088 -5.277 -0.07 0.17 0.60 0.2845
H -5.713 0.030 -5.472 0.13 0.07 -0.43 0.3486
H -4.031 -0.628 -5.497 -0.17 -0.07 -0.24 0.0819
C 3.377 0.216 -1.953 -0.46 0.48 -0.58 -0.4406
O 4.124 0.562 -3.098 -0.11 0.04 0.00 -0.2061
C 5.097 -0.371 -3.461 1.06 -0.08 -0.44 -0.2771
C 5.528 -0.125 -4.907 -1.82 0.53 -0.43 -0.7459
O 5.898 1.219 -5.173 1.18 -0.53 0.40 -0.2901
C 7.239 1.534 -4.836 0.15 0.05 0.13 -0.4547
C 7.306 2.969 -4.403 -0.44 1.01 -0.54 -0.5025
O 7.019 3.832 -5.506 -0.02 -0.48 -0.02 -0.3132
C 7.022 5.183 -5.132 0.86 0.36 -0.32 -0.7434
H 2.528 0.895 -1.957 0.11 0.07 0.23 -0.3621
H 3.928 0.383 -1.025 0.08 -0.40 0.05 0.2372
H 2.944 -0.785 -2.069 0.33 -0.22 0.40 0.3980
H 4.741 -1.402 -3.343 -0.14 -0.02 -0.17 0.4079
H 6.017 -0.310 -2.858 -0.24 0.21 0.41 0.2492
H 4.643 -0.156 -5.554 -0.08 -0.72 0.19 0.2783
H 6.212 -0.916 -5.228 0.40 0.32 -0.05 0.3650
H 7.933 1.353 -5.665 -0.25 0.13 -0.29 0.3394
H 7.636 0.906 -4.030 -0.30 0.01 0.24 0.3694
H 8.296 3.215 -4.002 0.04 -0.09 0.14 0.3582
H 6.519 3.210 -3.682 0.21 -0.46 0.50 0.2697
H 6.599 5.775 -5.942 -0.31 -0.15 0.04 0.2495
H 8.060 5.537 -5.043 0.02 0.00 0.24 0.2931
H 6.519 5.397 -4.186 -0.25 -0.18 -0.04 0.3058
C 0.605 -1.621 -4.280 0.90 -0.95 1.00 0.5152
C 0.856 -2.753 -3.362 -0.49 -0.09 -0.29 0.4005
N 1.016 -3.663 -2.678 0.03 0.11 0.04 -0.5877
H -0.429 -1.652 -4.607 0.00 0.19 -0.12 -0.2103
H 1.322 -1.757 -5.088 -0.22 0.34 -0.25 0.4633
H 0.860 -0.754 -3.672 -0.26 0.35 -0.40 -0.5059
C -1.031 -0.937 3.775 -0.49 0.39 0.10 0.5639
C -1.698 -0.839 5.085 0.29 0.02 -0.34 0.0517
N -2.270 -0.767 6.078 0.09 -0.06 -0.05 -0.5735
H -0.789 0.037 3.354 -0.02 0.20 0.35 -0.1345
H -1.747 -1.367 3.076 0.16 -0.31 -0.01 0.0975
H -0.098 -1.492 3.798 -0.11 -0.21 0.19 -0.0395
C 0.671 2.153 -3.073 -0.53 -0.54 -0.21 -0.0242
C 1.189 3.131 -2.124 -0.10 -0.27 -0.09 0.4041
N 1.673 3.852 -1.374 -0.06 0.05 0.04 -0.4611
H -0.148 2.520 -3.691 0.32 0.50 -0.13 0.4509
H 0.208 1.287 -2.592 0.32 0.10 0.51 -0.5040
H 1.487 1.775 -3.689 -0.02 0.19 -0.16 0.2956
```
Forces are in eV/Å.

## Properties
E_HOMO: -9.7 eV
gap between HOMO and LUMO: 9.9 eV
electronic energy: -147467.6709 eV